No. 1
The following is a quantum chemistry calculation of 2 unconnected molecules or ions with the total composition C3H6FNO at a distorted geometry, from the Open Molecules 2025 dataset.

Each line ends with the natural charge from an NBO analysis.
CARTESIAN COORDINATES (ANGSTROEM)
C 1.137 -0.298 0.746  0.354
C -1.045 0.860 0.424  -0.715
C 0.241 0.564 -0.162  0.531
N -0.014 -1.531 -0.895  -0.899
O 2.263 -0.566 0.440  -0.544
F 0.809 1.314 -1.149  -0.302
H 0.672 -0.628 1.728  0.140
H -1.772 1.242 -0.294  0.241
H -0.792 1.658 1.097  0.239
H -1.399 0.034 0.963  0.256
H -0.936 -1.242 -1.385  0.340
H 0.837 -1.408 -1.513  0.359

As for the energy above the lowest of the compared OMol25 structures with the same formula, charge and spin: 91.77 kcal per mole. The orbital gap (spin up / spin down) is 9.20 / 9.20 eV. The energy comes out at -9459.816 eV. The LUMO energy (spin up / spin down) comes out at -0.0067 / -0.0066 Eh.

No. 2
The following is a quantum chemistry calculation of 3 unconnected molecules or ions with the total composition C20H40Cl2N2O7P at a distorted geometry, from the Open Molecules 2025 dataset.

Each line ends with the Mulliken charge.
CARTESIAN COORDINATES (ANGSTROEM)
C -5.042 -1.405 -0.142  -1.203
C -3.653 -1.153 -0.845  0.360
O -3.727 0.124 -1.493  -0.505
C -2.432 -1.159 0.171  -0.746
N -1.326 -0.306 -0.316  -0.411
C -0.475 -1.028 -1.325  0.053
C -0.746 -0.312 -2.710  -0.686
O 0.315 -0.457 -3.706  -0.447
N 1.517 -0.060 -3.244  0.600
C 1.808 1.307 -3.150  0.292
Cl 0.626 2.565 -3.619  -0.100
C 3.110 1.802 -2.691  -0.954
C 4.173 0.825 -2.320  0.955
C 5.547 1.417 -1.883  -0.868
C 6.523 0.395 -1.158  -0.434
C 6.683 0.903 0.342  -0.785
Cl 5.071 0.737 1.165  -0.135
C 3.836 -0.605 -2.434  -0.453
C 2.495 -1.004 -2.904  0.128
C 2.152 -2.513 -3.066  -0.715
P 2.412 -3.529 -1.527  0.935
O 1.699 -3.022 -0.320  -0.623
O 1.760 -5.034 -1.871  -0.575
O 4.021 -3.780 -1.234  -0.514
H -5.216 -0.748 0.753  0.252
H -5.196 -2.479 0.173  0.394
H -5.840 -1.144 -0.888  0.250
H -3.473 -2.006 -1.571  0.208
H -3.611 0.827 -0.829  0.363
H -2.818 -0.697 1.133  0.455
H -2.127 -2.215 0.423  0.319
H -0.706 -0.161 0.489  0.272
H 0.581 -0.945 -0.959  0.234
H -0.842 -2.098 -1.369  0.182
H -1.655 -0.812 -3.158  0.285
H -1.055 0.747 -2.505  0.205
H 3.340 2.898 -2.630  0.404
H 5.356 2.302 -1.223  0.475
H 6.085 1.801 -2.803  0.380
H 6.219 -0.678 -1.224  0.253
H 7.547 0.544 -1.620  0.336
H 6.978 1.994 0.332  0.337
H 7.520 0.372 0.870  0.431
H 4.585 -1.391 -2.175  0.274
H 1.115 -2.724 -3.436  0.343
H 2.854 -2.916 -3.863  0.481
H 1.051 -5.220 -1.226  0.345
H 4.276 -4.713 -1.402  0.348
C -8.929 0.306 0.240  -1.307
C -7.932 0.886 1.231  0.372
C -8.265 2.330 1.570  -1.329
O -6.616 0.816 0.677  -0.427
H -8.914 0.866 -0.700  0.331
H -8.673 -0.728 -0.002  0.314
H -9.944 0.329 0.642  0.417
H -7.931 0.286 2.144  0.260
H -8.227 2.959 0.674  0.350
H -7.535 2.737 2.273  0.332
H -9.260 2.414 2.012  0.382
H -6.606 1.344 -0.131  0.290
C 2.969 2.737 4.098  -0.974
C 2.599 1.609 5.048  0.331
C 3.809 1.130 5.836  -1.117
O 2.054 0.519 4.304  -0.508
H 3.713 2.404 3.368  0.118
H 2.093 3.063 3.532  0.293
H 3.373 3.594 4.641  0.374
H 1.823 1.949 5.738  0.275
H 4.581 0.742 5.165  0.234
H 3.531 0.313 6.505  0.317
H 4.238 1.939 6.431  0.361
H 2.733 0.210 3.691  0.318

As for the energy above the lowest of the compared OMol25 structures with the same formula, charge and spin: 65.21 kcal per mole. The orbital gap is 7.52 eV. The energy comes out at -73027.411 eV. The total charge is +1. The LUMO energy comes out at -0.1527 Eh.

> Among the records above, which one has the highest energy?

C3H6FNO

> The lowest energy belongs to which entry?

C20H40Cl2N2O7P

> energy of number 2 (C20H40Cl2N2O7P)?

-73027.411 eV

> Among the records above, which one has the lowest energy?

C20H40Cl2N2O7P